Below is a cluster of 8 separate species, C7H28ClN14O7 in total, with properties calculated with ωB97M-V/def2-TZVPD.

Geometry as XYZ:
```
57
Properties=species:S:1:pos:R:3:forces:R:3
Cl 26.183 -2.717 13.624 0.3401 0.0054 0.1556
C 30.535 -1.261 11.501 2.4004 0.9229 0.0759
O 31.671 -1.638 11.271 1.0593 -1.0700 -0.6178
N 29.650 -1.986 12.125 -1.4860 -4.2088 1.9417
N 30.162 -0.027 11.342 -1.4760 2.9861 -1.2384
H 28.721 -1.833 12.492 0.1110 0.5961 -0.4937
H 30.047 -2.892 12.329 -0.4801 -0.1385 -0.0637
H 29.194 0.136 11.581 0.3829 0.9312 -0.1625
H 30.679 0.607 10.751 -0.1989 -0.2857 0.2729
C 27.926 -5.291 10.723 0.1591 -0.4851 -3.4819
O 28.348 -5.608 9.602 -0.5322 0.0072 0.2810
N 28.647 -5.388 11.790 2.4732 -0.2042 2.8980
N 26.723 -4.806 10.984 -3.6605 0.8458 -0.2604
H 29.613 -5.658 11.668 -0.2753 -0.0375 0.3793
H 28.197 -5.291 12.689 0.6923 -0.2305 -0.1917
H 26.458 -4.283 11.806 0.4849 -0.0738 0.2424
H 25.922 -5.014 10.405 0.6242 0.0795 -0.3496
C 27.341 1.593 13.240 -0.9164 -1.4649 1.4213
O 28.472 1.352 12.928 1.5989 -0.5753 -0.5018
N 26.685 2.677 12.943 -1.0861 4.8688 -2.0179
N 26.488 0.879 14.001 -0.0463 -1.4366 0.6888
H 25.704 2.769 13.165 0.5196 0.3183 -0.4027
H 27.158 3.447 12.492 -0.1831 -0.1921 0.0999
H 25.667 1.428 14.209 -0.0532 -1.4746 0.5659
H 26.573 -0.124 14.084 -0.3161 0.1187 0.2596
C 28.899 -0.613 16.188 -3.5037 -2.2184 -0.9297
O 27.960 -0.146 16.826 -0.6371 0.6590 -0.2073
N 28.821 -1.438 15.141 -1.1442 -0.0817 -1.2279
N 30.091 -0.600 16.623 5.4278 2.0564 3.5082
H 29.689 -1.794 14.768 -0.7342 -0.0668 -0.3760
H 27.898 -1.682 14.810 0.2413 -0.3819 -0.4477
H 30.929 -0.985 16.211 -0.4590 0.2266 0.0172
H 30.144 0.007 17.428 0.8025 -0.1772 -0.0236
C 25.223 -3.192 18.018 -3.1733 -1.7651 0.3689
O 24.466 -4.034 17.575 -0.5327 -1.6217 -0.6517
N 25.875 -2.363 17.310 2.4176 2.1033 -3.4940
N 25.305 -2.916 19.287 0.6315 0.7406 4.9976
H 25.746 -2.567 16.329 0.6528 0.8725 -0.3239
H 26.384 -1.596 17.725 0.1797 0.0213 -1.0282
H 24.680 -3.278 19.993 0.1861 -0.0984 -0.5289
H 25.890 -2.132 19.540 -0.3034 -0.3001 0.3866
C 28.476 -5.872 15.163 4.0677 -2.4958 -0.9369
O 29.120 -6.935 15.176 0.0476 0.7420 0.0179
N 27.341 -5.718 15.688 -4.8152 -0.5189 2.1888
N 28.900 -4.732 14.649 3.1664 2.5422 -1.9298
H 26.856 -4.890 15.374 -1.0037 -0.3530 0.7313
H 26.982 -6.597 16.034 -0.9721 0.5894 -0.0246
H 28.327 -3.979 14.294 -0.4094 -0.0892 0.4484
H 29.861 -4.701 14.339 -0.2187 -0.2056 -0.0721
C 22.451 -2.089 14.690 -3.0654 1.3428 0.7746
O 21.321 -1.979 15.098 -2.6851 1.2498 0.6890
N 23.101 -3.145 14.850 4.0375 -6.0381 0.6782
N 23.116 -1.192 14.018 1.2635 4.2313 -2.4892
H 23.935 -3.231 14.287 0.2602 -0.5653 0.5275
H 22.858 -3.838 15.544 0.1004 0.2431 -0.2158
H 22.596 -0.384 13.706 0.2179 -0.1403 0.2163
H 24.124 -1.129 14.026 -0.1787 -0.3047 -0.1439
```
Forces are in eV/Å.

Calculated values
E, Eh: -2037.2961
Strongest force on any atom, eV/A: 7.3
Energy relative to the best compared isomer or geometry (same formula, charge and spin), kJ/mol: 353.14
Gap between HOMO and LUMO, eV: 9.1
Charge: -1
E_LUMO, eV: 2.3056



Below is a cluster of 2 separate species, C3H7NSi in total, with properties calculated with ωB97M-V/def2-TZVPD.

Geometry as XYZ:
```
12
Properties=species:S:1:pos:R:3:forces:R:3
C -1.235 -2.277 -0.168 -3.2091 -2.5378 -0.8306
C 0.774 1.493 -0.100 2.8962 2.0537 0.7727
C -0.446 0.638 -0.190 -0.8935 -0.5790 0.4471
N -2.152 -2.970 -0.435 2.5410 1.8927 0.8787
Si 0.156 -1.126 -0.047 -0.9836 1.2962 2.9935
H 0.636 2.642 -0.052 -0.1228 -1.9167 0.0215
H 1.462 1.210 0.836 -1.7990 0.5534 -1.6266
H 1.489 1.333 -0.908 -0.1259 0.0845 -0.3532
H -1.301 0.814 -0.920 1.5096 -0.0337 0.5494
H -0.834 0.777 0.790 -1.2670 0.0436 0.8491
H 0.592 -1.143 2.422 -0.1465 -0.1472 -2.8493
H 0.860 -1.391 -1.228 1.6005 -0.7097 -0.8523
```
Forces are in eV/Å.

Calculated values
E, Eh: -462.5980
Strongest force on any atom, eV/A: 4.2
Energy relative to the best compared isomer or geometry (same formula, charge and spin), kJ/mol: 365.26
Gap between HOMO and LUMO (spin up / spin down), eV: 8.4 / 8.2
E_LUMO (spin up / spin down), eV: -1.5673 / -1.4587